Molecular formula: C56H29Br2F4FeN9O2P
Method: DFT, ωB97M-V with the def2-TZVPD basis set

Values from the calculation:
- Net charge: -1
- Orbital gap (spin up / spin down): 0.1808 / 0.1804 Ha
- LUMO (spin up / spin down): 1.1 / 1.1 eV
- Spin multiplicity: 1
- HOMO energy (spin up / spin down): -3.853 / -3.846 eV

Last column: Löwdin charge in e.
CARTESIAN COORDINATES (ANGSTROEM)
Fe 0.6546 -0.9313 -0.7860  -0.05
C 1.6992 5.5993 -2.8053  -0.08
C 1.5390 4.7342 -3.8963  -0.08
C 1.5050 3.3638 -3.7232  -0.01
C 1.6717 2.8289 -2.4439  -0.05
C 1.7074 1.4559 -1.9087  -0.15
N 1.2862 0.2852 -2.2774  0.07
C 2.6288 0.6464 0.2775  -0.17
C 3.9682 0.7229 0.9016  -0.07
C 5.0099 1.6132 0.7626  0.00
C 6.2089 1.3050 1.4017  -0.07
C 6.3353 0.1496 2.1647  -0.07
C 5.2729 -0.7414 2.3039  0.00
C 4.1016 -0.4481 1.6432  -0.08
C 2.7800 -1.1185 1.5798  -0.23
N 2.3467 -1.9500 2.4319  0.25
C 0.9533 -1.9419 2.5963  -0.22
N 0.3319 -0.8814 2.2991  0.19
C -1.0644 -1.0544 2.4517  -0.22
N -1.7025 0.3036 2.4770  0.16
C -0.7697 1.3277 2.7052  -0.16
N -0.0567 1.6608 1.6126  0.14
C 0.8445 2.6862 1.8924  -0.20
N 1.6418 3.3652 1.0679  0.22
C 1.9152 2.9580 -0.1518  -0.23
N 2.0524 1.6071 -0.5606  0.10
C 1.8434 3.7170 -1.3565  -0.10
C 1.8266 5.0999 -1.5291  -0.01
C 0.6569 2.9742 3.2844  -0.10
C 1.2311 3.9530 4.1042  -0.03
C 0.7996 4.0489 5.4061  -0.10
C -0.1923 3.1772 5.9182  -0.11
C -0.7679 2.2129 5.1297  -0.02
C -0.3489 2.1125 3.7923  -0.09
C -1.2092 -2.2762 3.3055  -0.05
C -2.3009 -2.9263 3.8468  -0.01
C -2.1044 -4.1882 4.4006  -0.08
C -0.8536 -4.8034 4.3766  -0.09
C 0.2412 -4.1677 3.8005  -0.02
C 0.0500 -2.9033 3.2712  -0.07
N 2.0101 -0.4229 0.5824  0.08
H 1.7192 6.6695 -2.9713  0.10
H 1.4363 5.1413 -4.8942  0.10
H 1.3401 2.7432 -4.5890  0.09
H 4.8919 2.5172 0.1778  0.12
H 7.0575 1.9688 1.2994  0.10
H 7.2785 -0.0621 2.6518  0.10
H 5.3622 -1.6444 2.8937  0.12
H 1.9157 5.7498 -0.6684  0.12
H 1.9865 4.6187 3.7050  0.11
H 1.2213 4.8074 6.0546  0.09
H -0.5065 3.2832 6.9494  0.09
H -1.5304 1.5488 5.5172  0.11
H -3.2814 -2.4674 3.8332  0.12
H -2.9420 -4.7093 4.8483  0.10
H -0.7397 -5.7946 4.7981  0.09
H 1.2147 -4.6398 3.7589  0.11
F 1.4440 0.8646 -7.0417  0.12
C 0.8131 0.4073 -5.9556  -0.14
C -0.4720 -0.0841 -6.0679  -0.14
F -1.0928 -0.0624 -7.2532  0.12
C -1.0770 -0.6166 -4.9459  -0.22
F -2.3134 -1.1187 -5.0903  0.10
C -0.4474 -0.6400 -3.7159  -0.15
P -0.8715 -1.5865 -2.1949  1.08
C -2.5206 -1.1670 -1.5570  -0.23
C -3.2507 -2.0838 -0.5572  -0.22
C -4.7123 -1.7287 -0.5148  -0.02
C -5.0312 -0.4450 -0.5093  -0.04
C -3.9637 0.5988 -0.7033  -0.21
C -2.9060 0.1039 -1.6348  -0.04
C -0.9844 -3.3513 -2.6658  -0.33
C -0.9381 -4.2861 -1.6281  -0.13
C -1.0526 -5.6406 -1.8975  -0.07
C -1.2004 -6.0877 -3.2040  -0.10
C -1.2153 -5.1693 -4.2412  -0.09
C -1.1054 -3.8099 -3.9735  -0.07
C 0.7836 0.0460 -3.5709  -0.17
Br 2.0831 -2.6757 -1.4356  0.22
C 1.4339 0.4638 -4.7222  -0.17
F 2.6868 0.9410 -4.6673  0.11
H -3.0984 -3.1253 -0.8277  0.13
H -5.4392 -2.5189 -0.3687  0.11
H -6.0499 -0.1048 -0.3567  0.11
H -4.4189 1.5136 -1.0754  0.12
H -2.3848 0.8203 -2.2610  0.12
H -0.7938 -3.9400 -0.6120  0.09
H -1.0072 -6.3504 -1.0805  0.10
H -1.2923 -7.1466 -3.4137  0.10
H -1.3058 -5.5063 -5.2667  0.10
H -1.0972 -3.1247 -4.8045  0.09
Br -4.4840 3.5757 1.1552  0.65
C -3.0059 2.4746 0.6621  -0.68
C -2.0042 2.9715 -0.1077  -0.24
N -0.9428 2.2353 -0.5129  0.06
C -0.7079 1.1526 0.3622  -0.22
C -1.8804 0.3092 0.9681  -0.13
C -3.2444 0.9905 0.6689  -0.20
C -1.6093 -1.2833 0.9503  -0.44
O -2.8310 -1.9524 0.8539  0.01
O -0.6969 -1.9206 0.2242  -0.23
H -2.0308 4.0080 -0.4474  0.10
H -0.0190 0.4608 -0.1540  0.07
H -3.9125 0.7055 1.4786  0.13

Molecular formula: C3H2N2O3S2
Method: DFT, ωB97M-V with the def2-TZVPD basis set

Values from the calculation:
- Net charge: 0
- Orbital gap (spin up / spin down): 0.1517 / 0.2309 Ha
- LUMO (spin up / spin down): -0.7 / -3.6 eV
- Spin multiplicity: 3
- HOMO energy (spin up / spin down): -4.867 / -9.911 eV
- Expectation value of S²: 2.02

Last column: natural (NBO) charge in e.
CARTESIAN COORDINATES (ANGSTROEM)
C -0.5134 0.4347 0.2613  -0.03
C -0.5920 0.6299 1.6239  -0.22
C 0.5006 -0.0952 2.1484  -0.34
N 1.1498 -0.7408 1.2090  -0.28
N 0.5296 -0.4170 0.0765  -0.36
O -0.5056 -0.7079 4.3919  -0.93
O 1.7718 0.1887 4.5497  -0.86
O -0.2008 1.6131 3.8280  -0.83
S -1.5719 1.3526 2.8949  0.84
S 0.5149 0.1352 3.9038  2.36
H -1.0408 0.8738 -0.5594  0.23
H 0.8364 -0.8386 -0.7871  0.42

Molecular formula: C25H44Cl3N4O3ScSeSi
Method: DFT, ωB97M-V with the def2-TZVPD basis set

Values from the calculation:
- Net charge: 0
- Orbital gap: 0.1506 Ha
- LUMO: -0.1 eV
- Spin multiplicity: 1
- HOMO energy: -4.244 eV

Last column: Löwdin charge in e.
CARTESIAN COORDINATES (ANGSTROEM)
C -1.8401 -2.2882 -3.9582  -0.05
C -1.3340 -3.0545 -2.7678  -0.32
H -2.2106 -2.9422 -4.7488  0.07
H -0.9870 -1.6890 -4.3123  0.08
H -2.6266 -1.5837 -3.6587  0.07
C -0.7909 -4.3085 -2.8897  -0.20
C -0.4589 -4.9687 -4.1668  -0.18
H -0.4248 -4.8143 -2.0111  0.06
H 0.0728 -4.3184 -4.8787  0.06
H -1.2989 -5.4110 -4.7186  0.06
H 0.2283 -5.7878 -3.9222  0.05
Sc 0.4212 1.6067 0.2398  0.29
Cl -2.0259 1.1450 0.2691  0.01
Cl 1.8073 3.4735 -0.3033  0.09
H 1.6090 4.0004 3.9953  0.09
H -0.8758 6.0343 3.6482  0.10
C 1.5222 4.3973 2.9761  -0.03
C -0.5792 5.7813 2.6183  -0.01
N 0.1212 4.4995 2.5700  -0.14
H 2.0446 3.7104 2.3036  0.04
C -0.4922 3.3984 2.1965  -0.29
O 0.1529 2.2912 2.1083  -0.23
H -1.4912 5.7122 2.0133  0.10
H -1.5456 3.4368 1.8958  0.13
H 1.9925 5.3809 2.9061  0.10
H 0.0612 6.5761 2.2125  0.10
H 1.8497 -0.9784 -3.0395  0.08
H 2.3167 -3.6572 -1.7517  0.10
C 2.7776 -0.8786 -2.4578  -0.03
C 3.0799 -3.0334 -1.2731  -0.02
N 2.6586 -1.6383 -1.2172  -0.13
H 2.9823 0.1755 -2.2433  0.09
C 2.0471 -1.1329 -0.1652  -0.27
O 1.7326 0.0875 -0.0668  -0.25
H 3.3030 -3.4238 -0.2764  0.10
H 1.8510 -1.8055 0.6747  0.11
H 3.5958 -1.3236 -3.0228  0.09
H 3.9708 -3.0900 -1.8934  0.09
O -0.3272 -1.7841 -2.0771  -0.25
C -1.4001 -2.3074 -1.4416  -0.39
C -0.0190 -3.6206 0.2494  -0.12
C -1.2316 -3.0762 -0.1612  -0.22
H 0.8575 -3.4374 -0.3805  0.07
C 0.0688 -4.3469 1.4400  -0.12
H -2.2328 -1.5991 -1.3500  0.12
C -2.3620 -3.2261 0.6616  -0.09
H 1.0278 -4.7944 1.7227  0.10
C -1.0440 -4.4532 2.2688  -0.14
C -2.2753 -3.9423 1.8496  -0.13
H -3.2985 -2.7573 0.3492  0.12
H -0.9560 -4.9493 3.2384  0.10
H -3.1671 -4.0735 2.4669  0.10
Si -0.5993 2.7011 -3.3302  0.37
Cl 0.1563 0.9713 -2.0856  0.47
C 1.0381 3.4737 -3.8164  -0.22
C -1.4105 3.7642 -2.0602  -0.25
C -1.8900 2.2920 -4.6536  -0.18
H 1.8518 2.7381 -3.7948  0.02
H 1.2872 4.2584 -3.0915  0.01
H 1.0354 3.9435 -4.8064  0.03
H -1.4673 1.8052 -5.5535  0.04
H -2.4351 3.1998 -4.9993  0.04
H -2.6328 1.6197 -4.1954  0.04
H -2.1800 3.2060 -1.5310  -0.01
H -1.8542 4.6615 -2.4847  0.04
H -0.6906 4.0975 -1.3168  -0.02
C -2.2382 0.9102 4.0820  -0.04
N -0.8405 0.6722 4.3611  -0.14
C -0.0689 1.4125 5.2405  -0.06
C 1.2217 1.0128 5.0672  -0.06
N 1.2112 0.0157 4.1091  -0.13
C 2.3801 -0.6369 3.5693  -0.04
C -0.0535 -0.1654 3.6199  -0.66
Se -0.5677 -1.1186 2.1500  0.88
H -2.7303 1.1857 5.0211  0.10
H -2.6714 -0.0071 3.6725  0.07
H -2.3770 1.7151 3.3479  0.07
H -0.5062 2.1362 5.9068  0.12
H 2.1313 1.3430 5.5352  0.12
H 2.7688 -0.1097 2.6889  0.09
H 3.1477 -0.6490 4.3486  0.09
H 2.1266 -1.6602 3.2791  0.08

Molecular formula: C3H8NO3
Method: DFT, ωB97M-V with the def2-TZVPD basis set

Values from the calculation:
- Net charge: -1
- Orbital gap: 0.2726 Ha
- LUMO: 3.7 eV
- Spin multiplicity: 1
- HOMO energy: -3.759 eV

Last column: natural (NBO) charge in e.
CARTESIAN COORDINATES (ANGSTROEM)
O -0.0374 2.1043 -1.3221  -0.67
C 0.5236 1.1212 -0.8402  0.65
N -0.0923 0.1912 -0.0654  -0.64
C -1.6218 -0.0479 -0.0899  0.16
O -1.8746 -1.2889 0.2619  -0.91
C 2.0089 0.9770 -1.0277  -0.71
H 0.4579 -0.6663 -0.0613  0.37
H -1.9023 0.2558 -1.1197  0.09
H -2.0520 0.7529 0.5435  0.09
H 2.4319 0.0304 -1.3661  0.21
H 2.5143 1.7748 -1.5633  0.22
H 2.4481 1.0508 -0.0163  0.22
H -0.1693 -2.1861 2.2913  0.44
H -1.5353 -1.8222 1.7701  0.51
O -1.0999 -2.2471 2.6052  -1.03

Molecular formula: C31H56N11O13
Method: DFT, ωB97M-V with the def2-TZVPD basis set

Values from the calculation:
- Net charge: +1
- Orbital gap: 0.1742 Ha
- LUMO: -5.1 eV
- Spin multiplicity: 1
- HOMO energy: -9.802 eV

Last column: Löwdin charge in e.
CARTESIAN COORDINATES (ANGSTROEM)
C 0.0024 -1.3907 1.2486  0.02
C -0.3804 -0.2064 0.3121  -0.29
C -1.2390 -0.7096 -0.9535  -0.16
C -2.6610 -1.0453 -0.5588  -0.17
C -3.3203 0.3260 -0.1317  -0.09
C -2.6336 0.8955 1.1511  -0.34
N -1.1788 0.8626 1.0488  0.02
O -0.5146 1.5073 1.8240  0.20
C -3.0436 0.0374 2.4622  0.09
C -3.0603 2.3690 1.4345  0.00
C 0.8918 0.5077 -0.4016  0.01
H 0.7759 -2.1316 0.9066  0.12
H -0.9206 -2.0990 1.4545  0.10
H 0.0415 -1.1013 2.1599  -0.02
H -0.8903 -1.6877 -1.5129  0.13
H -1.2002 0.0579 -1.8399  0.13
H -2.7695 -1.8850 0.4306  0.17
H -3.1611 -1.4343 -1.5575  0.14
H -4.2599 0.3194 0.1084  0.07
H -3.2024 0.7707 -1.0451  0.08
H -4.0146 0.2245 2.5177  0.06
H -2.5072 0.3763 3.3056  0.08
H -2.8452 -0.9511 2.2553  0.03
H -4.0599 2.6370 1.5752  0.09
H -2.4781 3.1950 0.8192  0.12
H -2.7664 2.6611 2.3587  0.01
H 0.6345 1.4372 -0.8654  0.09
H 1.4639 -0.2608 -0.8285  0.06
H 1.6319 0.9260 0.1000  -0.01
N -2.5322 -4.7355 -4.0540  -0.07
C -1.1646 -4.5307 -3.8725  -0.15
C -0.9186 -3.0561 -4.0797  -0.10
C -2.2713 -2.3447 -4.3291  -0.04
C -3.2455 -3.6174 -4.3380  -0.12
H -3.0603 -5.6562 -4.0911  0.19
H -0.4512 -5.2490 -3.4867  0.10
H -0.0198 -2.4006 -3.9175  0.07
H -2.3300 -1.1906 -4.4631  0.10
H -4.3891 -3.5864 -4.6616  0.14
N 1.6505 2.6918 -5.1698  0.00
C 2.5221 1.6130 -5.3665  -0.13
C 1.9638 0.3634 -4.8583  -0.06
C 0.6803 0.6956 -4.2012  -0.02
C 0.5043 2.2071 -4.5660  -0.09
H 1.9347 3.5551 -5.4429  0.10
H 3.4484 1.6931 -5.9526  0.12
H 2.4451 -0.5717 -4.8872  0.07
H 0.0402 0.2155 -3.6654  -0.03
H -0.3840 2.9004 -4.4258  0.10
N 5.6760 1.9740 0.8710  -0.01
C 4.7567 2.6306 1.6645  -0.12
C 3.6259 1.6825 1.9743  -0.06
C 4.0287 0.2837 1.4297  -0.03
C 5.2782 0.6083 0.6715  -0.08
H 6.4045 2.4383 0.3686  0.14
H 5.0011 3.6739 1.8555  0.10
H 2.7960 2.0563 2.5118  0.03
H 3.4425 -0.5588 1.4956  0.03
H 5.8499 0.0269 0.0664  0.06
N -2.1501 -4.4459 -1.0439  -0.02
C -1.1235 -4.5741 -0.0814  -0.13
C -1.7378 -4.9063 1.2445  -0.06
C -3.3032 -4.8423 0.9532  -0.07
C -3.3010 -4.8624 -0.5178  -0.21
H -1.8229 -4.1210 -1.9498  0.07
H -0.0976 -4.3188 -0.2167  0.06
H -1.5050 -4.9831 2.3223  0.06
H -4.3193 -4.9370 1.6527  0.13
H -4.1720 -4.8583 -1.2279  0.11
C -1.8244 5.5134 -2.7555  0.04
N -1.7278 4.4013 -1.8362  -0.48
O -1.2777 4.6654 -0.7504  0.05
O -2.3581 3.4091 -2.0519  0.07
H -2.0901 6.2362 -2.1039  0.06
H -2.7253 5.2817 -3.4140  0.13
H -0.9348 5.6052 -3.5171  0.15
C -0.0880 2.0253 6.9475  0.10
N -0.5685 1.0214 5.8918  -0.35
O 0.1587 0.7132 4.9243  0.02
O -1.7524 0.6627 6.1024  0.06
H -0.7009 2.6993 6.8586  -0.01
H 0.9878 2.1142 6.9834  0.12
H -0.1924 1.4966 7.7870  0.06
C 3.6062 2.2892 -2.2011  -0.01
N 4.7072 2.0115 -3.0118  -0.45
O 5.2212 0.9055 -2.8796  0.06
O 5.2362 2.8975 -3.6831  0.05
H 3.3695 1.4283 -1.6018  0.07
H 2.7440 2.5903 -2.8176  0.08
H 3.8432 3.1298 -1.4149  0.15
C 3.4979 -4.0656 -1.9595  0.06
N 2.6040 -2.9188 -1.9075  -0.32
O 3.0442 -1.7086 -2.0994  0.03
O 1.3542 -3.1295 -1.9295  -0.01
H 4.3462 -3.9998 -2.4564  0.05
H 2.8357 -4.7881 -2.5891  0.15
H 3.5105 -4.5850 -1.0692  0.08
C 0.6298 4.7035 3.4151  0.12
N -0.8541 4.5254 3.8115  -0.38
O -0.9164 4.0586 4.9320  0.06
O -1.7253 4.8235 3.0409  0.10
H 1.4248 4.1860 3.9283  0.12
H 0.8404 5.5040 3.1452  -0.03
H 0.5865 4.1670 2.5539  0.06
C -0.0814 -2.8319 5.1260  0.04
N -1.5506 -2.7152 5.0580  -0.38
O -2.0964 -2.4449 6.1316  0.08
O -2.0445 -2.7792 3.9101  0.02
H 0.1919 -3.7279 5.5104  0.07
H 0.3129 -2.0639 5.7810  0.09
H 0.3715 -2.4772 4.2176  0.09

Molecular formula: C6H11NO
Method: DFT, ωB97M-V with the def2-TZVPD basis set

Values from the calculation:
- Net charge: 0
- Orbital gap: 0.3413 Ha
- LUMO: 0.9 eV
- Spin multiplicity: 1
- HOMO energy: -8.363 eV
- SMILES: N[C@@H]1[C@H]2CCC[C@]12O

Last column: natural (NBO) charge in e.
CARTESIAN COORDINATES (ANGSTROEM)
C -1.4877 0.1562 -0.2812  -0.01
C -0.3316 -0.8715 -0.2994  -0.30
C 1.2678 -1.0574 -0.7503  -0.40
C 2.0438 -0.3418 0.3662  -0.40
C 0.8464 0.4478 1.2853  -0.40
C -0.1688 0.5814 0.2043  0.18
H -2.6014 -0.5598 1.2938  0.35
H -3.2174 -1.0347 -0.1852  0.38
H -1.8059 0.5848 -1.1979  0.22
H -0.4145 -1.4344 0.6534  0.17
H 1.6379 -0.6349 -1.6179  0.22
H 1.5263 -2.0498 -0.9142  0.21
H 2.6283 -1.0248 1.0523  0.21
H 2.6749 0.5918 0.0063  0.22
H 1.1016 1.4766 1.8588  0.21
H 0.3168 -0.2725 1.9779  0.20
H 0.4075 2.2356 -0.7291  0.48
N -2.6897 -0.2224 0.2767  -0.81
O 0.4443 1.2738 -0.9105  -0.74

no.,maximum force (eV/A)
1,1.820
2,4.990
3,4.363
4,2.171
5,14.351
6,5.566